Entry 1:
The following is a DFT calculation (ωB97M-V with the def2-TZVPD basis set) of a single C5H10O2 molecule.

CARTESIAN COORDINATES (ANGSTROEM)
O: 0.3209 0.4753 -1.9312
O: -0.1896 -0.2315 1.1984
C: -0.3071 -0.6329 -1.2506
C: -0.3037 0.7188 2.2298
C: 0.3202 1.2781 -0.7442
C: 0.6519 -1.8029 -1.0357
C: -0.6001 0.2753 -0.0350
H: 0.3286 1.6003 2.0418
H: 1.3189 1.3319 -0.2859
H: -1.6483 0.6116 0.0136
H: -1.3446 1.0561 2.3521
H: 1.5130 -1.6577 -1.6959
H: 0.1772 -2.7567 -1.2845
H: 0.9969 -1.8424 0.0007
H: -1.2031 -0.9499 -1.7980
H: 0.0277 0.2359 3.1512
H: -0.0587 2.2907 -0.9267

Properties
structure (SMILES) = CO[C@H]1CO[C@H]1C
frontier orbital gap = 10.6 eV
net charge = 0
ΔE to the lowest compared entry with this formula, charge and spin = 2.591 eV
E_LUMO = 1.0 eV

=====

Entry 2:
The following is a DFT calculation (ωB97M-V with the def2-TZVPD basis set) of a 11-piece molecular cluster, C2H25O11 overall at a distorted geometry.

CARTESIAN COORDINATES (ANGSTROEM)
O: -3.1234 -0.5806 3.1554
O: 3.8476 1.2864 -0.8356
O: -1.7874 -2.0706 -0.8666
O: 1.7596 -0.2046 -0.3326
O: 0.6186 -2.6196 0.1384
O: -1.2324 -2.5646 2.2694
O: -1.6094 1.9574 -2.4696
O: 0.0226 -0.1476 -2.2976
O: -3.4974 0.3384 0.5274
O: 2.7076 3.6404 -2.1766
O: 4.0026 -1.5006 -0.0926
C: 0.9966 0.7914 0.3424
C: -0.0764 0.2044 1.2074
H: -1.7584 -1.7986 2.4944
H: 4.3336 1.2524 -0.0296
H: 0.5676 1.5904 -0.3356
H: -0.5604 0.9354 1.8284
H: -0.7654 -0.2336 0.5884
H: 2.7476 2.9304 -1.4806
H: 1.7796 1.2454 0.9984
H: 3.0286 0.8434 -0.6476
H: 0.6786 -0.0206 -1.5626
H: 0.2766 -0.5276 1.9364
H: 4.2646 -1.2246 -0.9876
H: -0.6784 -2.2316 1.6154
H: 0.9066 -1.6986 -0.1486
H: -1.8274 -1.2506 -0.3956
H: -0.1874 -2.8086 -0.3306
H: -3.9764 -0.7026 3.4784
H: -2.8754 0.2994 3.3354
H: -3.2654 -0.3276 1.1664
H: 3.2906 -0.8736 0.1364
H: -1.5214 2.4284 -1.6616
H: -4.3284 0.0594 0.2164
H: 2.5626 3.2344 -3.0056
H: -0.6594 0.5614 -2.2096
H: -2.4514 -2.6186 -0.4706
H: -2.2094 2.4064 -3.0966

Properties
frontier orbital gap = 7.1 eV
net charge = -1
ΔE to the lowest compared entry with this formula, charge and spin = 1.377 eV
E_LUMO = 2.1 eV

=====

Entry 3:
The following is a DFT calculation (ωB97M-V with the def2-TZVPD basis set) of a single C17H24N2O2 molecule.

CARTESIAN COORDINATES (ANGSTROEM)
O: 3.7489 -0.2699 0.3124
O: -0.1553 -1.7586 -1.9256
N: 1.5132 -0.4252 -0.1023
N: -1.6749 -0.0944 -1.8197
C: 1.5750 2.3914 3.2244
C: 2.7387 0.1345 -0.2149
C: -3.0549 0.0360 -3.8248
C: 2.8084 2.1343 3.7953
C: 2.5382 -0.1980 3.3071
C: 0.5361 -1.0696 2.0738
C: 1.2478 -1.5261 0.7882
C: 3.2856 0.8350 3.8395
C: -3.6435 -1.8660 -0.4845
C: 2.6046 1.3644 -1.1028
C: 1.3036 0.0503 2.7197
C: -0.4714 -0.6470 -1.5637
C: 0.4706 0.2879 -0.7999
C: -3.9501 -0.9890 -1.6923
C: 0.8299 1.3543 2.6901
C: 1.2530 1.1797 -1.7834
C: -2.7153 -0.7691 -2.5728
H: 0.7393 2.1189 -1.9827
H: 1.1923 3.4018 3.1910
H: -1.8771 0.8421 -1.5069
H: -0.1107 0.9014 -0.0937
H: 0.4713 -1.9254 2.7484
H: 0.6528 -2.2796 0.2662
H: 3.4380 1.4392 -1.7975
H: -4.7254 -1.4605 -2.2975
H: 2.6175 2.2423 -0.4531
H: -4.3304 -0.0195 -1.3590
H: 4.2470 0.6277 4.2848
H: -2.8925 -1.4006 0.1500
H: -2.2904 -1.7374 -2.8561
H: -3.4712 1.0049 -3.5543
H: -0.1376 1.5648 2.2521
H: 2.2245 -1.9474 1.0362
H: -3.2617 -2.8317 -0.8059
H: 1.3809 0.6434 -2.7254
H: 3.3950 2.9433 4.2053
H: -0.4806 -0.7451 1.8395
H: 2.9193 -1.2076 3.3386
H: -2.1619 0.1942 -4.4244
H: -4.5414 -2.0268 0.1070
H: -3.7853 -0.4972 -4.4264

Properties
structure (SMILES) = CC[C@@H](C)NC(=O)[C@@H]1CCC(=O)N1CCc1ccccc1
frontier orbital gap = 9.4 eV
net charge = 0
ΔE to the lowest compared entry with this formula, charge and spin = 0.226 eV
E_LUMO = 0.5 eV

=====

Entry 4:
The following is a DFT calculation (ωB97M-V with the def2-TZVPD basis set) of a 11-piece molecular cluster, C34H96N6O11 overall at a distorted geometry.

CARTESIAN COORDINATES (ANGSTROEM)
O: 4.8918 -8.6032 -15.1860
O: -3.9440 -8.1830 -15.7008
O: -3.1763 -2.5683 -13.4335
O: 0.9879 -2.3139 -14.9406
O: 1.6828 -12.7545 -16.5073
O: -1.8599 -13.6098 -7.1721
O: -1.7157 -7.3851 -14.0120
O: 0.3536 -9.3066 -10.4814
O: -5.9853 -2.4484 -13.2781
O: -0.7668 -5.9892 -17.9236
O: -3.1580 -15.0338 -16.9344
N: 0.6908 -10.1664 -14.5678
N: 5.3610 -12.1106 -16.1652
N: -0.7369 -10.9440 -7.9223
N: 2.8433 -13.3778 -14.0990
N: 0.5199 -11.7270 -11.9840
N: 1.2831 -6.9509 -19.5248
C: -2.0475 -6.5148 -17.6784
C: -2.7001 -1.5183 -14.3173
C: -3.9945 -12.9405 -17.8537
C: 1.1820 -13.9200 -15.8377
C: 2.1717 -4.3697 -14.8015
C: -2.0089 -14.5095 -6.1229
C: -0.6011 -9.4470 -14.6892
C: -2.5053 -2.1568 -15.6675
C: 5.5397 -10.6266 -16.2777
C: 0.8717 -12.3065 -17.5799
C: 2.6609 -12.2319 -10.9569
C: -2.5366 -12.3964 -6.9732
C: -1.7543 -10.3500 -14.2553
C: -5.3083 -8.1650 -15.3095
C: 2.1273 -8.3287 -17.6781
C: 0.9224 -7.6877 -18.2914
C: 2.2901 -14.4657 -14.9607
C: -3.8449 -13.8004 -16.6298
C: 1.8183 -3.2092 -15.6869
C: 4.6316 -10.0103 -15.1968
C: 1.3927 -11.4191 -10.7973
C: -2.4726 -11.9427 -9.4308
C: 5.1665 -10.2526 -17.6906
C: -6.0733 -3.0164 -14.5861
C: 0.2948 -6.6740 -17.3186
C: -0.5380 -8.1719 -13.8764
C: 1.8657 -15.5803 -14.0337
C: 0.5052 -7.9512 -10.1339
C: -5.6715 -4.5048 -14.5919
C: -6.1579 -9.2888 -15.8563
C: -1.5409 -6.0496 -13.6200
C: 3.9647 -7.8364 -14.4847
C: 1.6178 -9.9265 -10.6083
C: -2.1515 -11.3662 -8.0227
H: -3.0281 -12.6455 -18.2595
H: -3.3731 -2.6622 -16.0931
H: -0.5465 -8.4419 -12.8097
H: -2.4802 -5.4969 -13.5588
H: -3.0492 -14.7369 -5.8600
H: 2.6840 -8.9050 -18.4191
H: 2.2297 -13.2902 -13.2968
H: 1.0444 -15.2997 -13.3722
H: -0.6165 -10.3466 -8.7362
H: -5.0473 -2.4687 -13.0391
H: 2.9956 -7.6754 -14.9741
H: 2.7085 -15.8859 -13.4124
H: -1.5234 -15.4569 -6.3592
H: -4.8086 -14.1029 -16.2142
H: 3.1381 -14.7451 -15.5939
H: -6.3963 -9.2086 -16.9141
H: -1.8053 -10.5210 -13.1834
H: -2.7749 -6.0305 -18.3268
H: 0.9899 -11.8210 -9.8601
H: -5.5960 -10.2102 -15.6685
H: -5.3015 -4.6357 -13.5736
H: -0.6167 -9.1692 -15.7492
H: -1.9992 -12.9055 -9.6058
H: 2.1400 -9.5552 -11.5073
H: -2.1451 -11.1808 -10.1399
H: 3.6001 -10.2871 -15.4418
H: -2.3389 -6.5218 -16.6274
H: 5.7113 -12.4515 -15.2784
H: -0.3898 -7.5479 -9.6599
H: -6.5032 -5.1583 -14.8423
H: -3.5580 -12.0507 -9.4934
H: 0.2058 -8.4700 -18.5835
H: -5.4788 -2.4305 -15.2944
H: 4.3468 -12.1916 -16.1717
H: 2.5503 -13.2405 -11.3443
H: 2.2983 -9.7226 -9.7757
H: -1.7396 -2.9309 -15.5585
H: 0.7377 -7.2577 -10.9513
H: 0.9345 -14.6711 -16.5972
H: 2.6781 -12.5498 -14.6707
H: 0.0520 -7.1775 -16.3756
H: -1.1436 -5.9738 -12.6011
H: 2.7045 -2.7590 -16.1470
H: 2.8839 -5.0836 -15.2195
H: 1.9107 -8.9702 -16.8166
H: -2.6894 -10.4482 -7.7728
H: 0.2833 -13.5787 -15.3106
H: -0.1821 -12.3407 -11.5707
H: 3.7435 -8.1698 -13.4589
H: 0.3040 -13.1238 -18.0293
H: -3.2790 -13.2040 -15.9121
H: 5.1415 -9.1661 -17.8012
H: -3.5496 -0.8268 -14.3597
H: -4.6031 -13.3584 -18.6619
H: 3.2643 -11.7556 -11.7446
H: 0.1089 -11.6008 -17.2290
H: -4.8449 -4.7694 -15.2536
H: 1.5385 -11.7998 -18.2700
H: -3.8649 -15.6454 -17.1539
H: 6.5978 -10.4379 -16.0895
H: 1.0402 -5.9390 -17.0020
H: -2.3606 -12.0201 -5.9571
H: 5.8959 -10.6215 -18.4101
H: -0.9120 -5.4516 -14.2853
H: 4.9126 -10.3357 -14.1898
H: -0.2003 -11.7954 -8.0684
H: -1.7829 -1.1340 -13.8721
H: -2.0550 -7.5675 -18.0008
H: 4.4226 -6.8480 -14.3747
H: -2.7000 -9.9262 -14.6136
H: 4.1919 -10.6857 -17.9273
H: 0.7154 -1.7270 -15.6601
H: 2.8669 -3.9726 -14.0403
H: 0.0191 -10.8400 -12.0466
H: -7.1193 -2.8579 -14.8498
H: -4.5864 -12.0478 -17.6182
H: -1.5261 -14.1832 -5.1907
H: 3.3069 -12.2321 -10.0751
H: -3.6289 -12.5066 -7.0377
H: 0.5635 -11.0921 -14.9525
H: 0.9276 -10.2622 -13.5852
H: -3.0384 -2.2944 -12.5232
H: -1.7382 -11.3151 -14.7694
H: 1.2815 -3.6316 -16.5513
H: -5.7093 -7.1735 -15.5627
H: 0.4735 -6.3530 -19.6951
H: 1.5867 -16.4775 -14.5949
H: -3.4157 -7.9415 -14.9340
H: -7.0645 -9.4287 -15.2663
H: 1.3838 -4.7855 -14.1773
H: 2.8328 -7.5884 -17.2857
H: 1.3192 -7.7725 -9.4238
H: 1.2763 -7.6219 -20.2874
H: -5.2674 -8.1573 -14.2105
H: -2.1665 -1.4731 -16.4486
H: 0.4040 -7.6529 -14.0824

Properties
structure (SMILES) = COC[C@H](C)N.COC[C@H](C)N.COC[C@H](C)N.COC[C@H](C)N.COC[C@H](C)N.COC[C@H](C)N.CCO.CCO.CCO.CCO.CCO
frontier orbital gap = 9.2 eV
net charge = 0
ΔE to the lowest compared entry with this formula, charge and spin = 1.942 eV
E_LUMO = 0.4 eV

=====

Entry 5:
The following is a DFT calculation (ωB97M-V with the def2-TZVPD basis set) of a single C4H3FO2S molecule at a distorted geometry.

CARTESIAN COORDINATES (ANGSTROEM)
S: 2.4689 -0.9001 -0.0315
F: -0.5666 1.5849 -0.1049
O: -2.8822 0.2179 0.0271
O: 1.9987 1.6298 0.0684
C: -2.1413 -0.7390 0.0061
C: 1.5187 0.4048 -0.0181
C: 0.0347 0.4041 -0.0912
C: -0.6745 -0.7207 -0.0572
H: -0.1558 -1.6816 -0.0698
H: -2.5268 -1.7144 0.1757
H: 2.9261 1.5143 0.0954

Properties
structure (SMILES) = O=C/C=C(\F)C(O)=S
frontier orbital gap = 8.4 eV
net charge = 0
ΔE to the lowest compared entry with this formula, charge and spin = 0.682 eV
E_LUMO = -1.4 eV

=====

Entry 6:
The following is a DFT calculation (ωB97M-V with the def2-TZVPD basis set) of a 2-piece molecular cluster, C2H3ClS overall at a distorted geometry.

CARTESIAN COORDINATES (ANGSTROEM)
Cl: -1.6597 0.8179 -1.0179
S: 1.6154 1.2329 -1.3990
C: -0.5141 -0.0432 -0.1645
C: -0.7075 -0.9552 0.7917
H: -1.5981 -1.5218 0.9070
H: 2.7008 1.5710 -0.6664
H: 0.1631 -1.1016 1.5491

Properties
frontier orbital gap (alpha / beta) = 7.0 / 7.0 eV
net charge = 0
ΔE to the lowest compared entry with this formula, charge and spin = 3.786 eV
E_LUMO (alpha / beta) = -2.2 / -2.2 eV